{"formula": "C10H30AlFO5", "method": "ωB97M-V/def2-TZVPD", "elements": ["Al", "F", "C", "C", "O", "H", "H", "H", "H", "H", "H", "C", "C", "O", "H", "H", "H", "H", "H", "H", "C", "C", "O", "H", "H", "H", "H", "H", "H", "C", "C", "O", "H", "H", "H", "H", "H", "H", "C", "C", "O", "H", "H", "H", "H", "H", "H"], "positions_angstrom": [[-13.35, 16.71, 5.78], [-15.01, 18.16, 7.56], [-15.41, 21.64, 10.43], [-14.98, 20.20, 9.97], [-14.19, 20.30, 8.85], [-15.87, 21.57, 11.41], [-16.17, 21.98, 9.73], [-14.56, 22.31, 10.46], [-15.87, 19.60, 9.80], [-14.40, 19.74, 10.82], [-14.45, 19.55, 8.24], [-17.78, 14.34, 7.45], [-16.67, 15.35, 7.70], [-15.47, 14.95, 7.06], [-17.51, 13.34, 7.81], [-17.91, 14.26, 6.37], [-18.75, 14.64, 7.83], [-16.48, 15.58, 8.77], [-16.97, 16.29, 7.24], [-15.17, 14.16, 7.53], [-16.26, 20.53, 5.17], [-16.24, 19.19, 4.45], [-14.90, 18.76, 4.20], [-17.25, 20.99, 5.16], [-15.62, 21.28, 4.69], [-15.90, 20.50, 6.20], [-16.79, 19.27, 3.51], [-16.72, 18.43, 5.06], [-14.51, 19.27, 3.48], [-14.33, 15.57, 11.54], [-14.16, 16.22, 10.20], [-15.25, 17.06, 9.92], [-13.46, 14.97, 11.81], [-15.19, 14.89, 11.55], [-14.49, 16.33, 12.30], [-14.14, 15.48, 9.37], [-13.22, 16.80, 10.17], [-15.12, 17.48, 9.03], [-19.52, 19.99, 8.69], [-18.18, 19.76, 8.10], [-17.80, 18.42, 8.25], [-20.25, 19.24, 8.37], [-19.95, 20.95, 8.44], [-19.49, 19.95, 9.79], [-17.38, 20.41, 8.48], [-18.24, 19.89, 6.98], [-16.84, 18.35, 8.07]], "lowdin_charge": [1.060, -0.486, 0.021, -0.243, 0.093, 0.101, 0.083, 0.100, 0.091, 0.186, 0.066, -0.031, -0.295, -0.131, 0.091, 0.097, 0.095, 0.123, 0.095, 0.113, -0.085, -0.279, -0.187, 0.086, 0.090, 0.050, 0.126, 0.102, 0.100, -0.035, -0.257, 0.037, 0.100, 0.100, 0.100, 0.144, 0.168, 0.037, -0.037, -0.259, 0.042, 0.103, 0.100, 0.103, 0.117, 0.158, 0.047], "total_charge": 2, "orbital_gap_ev": 3.1, "e_lumo_ev": -13.26, "e_above_lowest_kj_mol": 0.0}

=====

{"formula": "C10H30BaN3O14", "method": "ωB97M-V/def2-TZVPD", "elements": ["Ba", "N", "O", "O", "O", "N", "O", "O", "O", "N", "O", "O", "O", "C", "C", "O", "H", "H", "H", "H", "H", "H", "C", "C", "O", "H", "H", "H", "H", "H", "H", "C", "C", "O", "H", "H", "H", "H", "H", "H", "C", "C", "O", "H", "H", "H", "H", "H", "H", "C", "C", "O", "H", "H", "H", "H", "H", "H"], "positions_angstrom": [[-0.91, -0.38, -0.95], [-6.72, -1.30, 0.21], [-7.76, -1.74, -0.37], [-6.53, -0.09, 0.41], [-5.79, -2.01, 0.38], [-0.87, -6.88, -3.64], [-1.97, -7.26, -4.03], [0.08, -7.64, -3.48], [-0.71, -5.71, -3.24], [-5.78, -0.74, -6.08], [-6.46, -1.76, -6.16], [-5.03, -0.65, -5.12], [-5.90, 0.16, -6.97], [-4.49, 6.73, -1.90], [-3.07, 6.43, -1.55], [-2.76, 5.09, -2.05], [-4.73, 6.54, -2.95], [-4.58, 7.80, -1.69], [-5.13, 6.05, -1.35], [-2.98, 6.46, -0.46], [-2.48, 7.22, -2.01], [-2.79, 5.23, -3.00], [4.41, -0.95, -4.79], [3.21, -0.92, -5.76], [2.28, -0.19, -5.14], [4.13, -1.30, -3.80], [5.00, -0.04, -4.67], [5.07, -1.62, -5.34], [2.93, -1.95, -5.98], [3.50, -0.38, -6.66], [1.95, 0.57, -5.63], [1.50, -6.49, 4.48], [0.39, -5.46, 4.14], [0.85, -4.83, 2.98], [1.57, -7.15, 3.61], [1.49, -7.04, 5.42], [2.46, -5.97, 4.54], [0.13, -4.74, 4.92], [-0.60, -5.88, 3.95], [1.34, -5.52, 2.52], [6.41, 1.61, 2.81], [5.43, 0.61, 2.19], [4.55, 1.41, 1.38], [7.26, 1.12, 3.29], [5.96, 2.31, 3.51], [6.90, 2.18, 2.02], [4.92, 0.04, 2.97], [6.03, 0.00, 1.52], [5.13, 2.12, 1.10], [-0.11, 2.99, 5.85], [-0.95, 3.35, 4.63], [-1.60, 2.23, 4.06], [0.76, 3.57, 6.15], [0.30, 1.99, 5.75], [-0.81, 2.91, 6.68], [-0.32, 3.74, 3.83], [-1.74, 4.04, 4.91], [-2.38, 2.06, 4.59]], "lowdin_charge": [1.713, -0.687, -0.063, -0.114, -0.050, -0.690, -0.054, -0.088, -0.134, -0.669, -0.028, -0.060, -0.092, -0.108, -0.318, -0.100, 0.079, 0.078, 0.085, 0.111, 0.103, 0.071, -0.087, -0.367, -0.076, 0.068, 0.065, 0.068, 0.120, 0.117, 0.097, -0.078, -0.315, -0.097, 0.074, 0.069, 0.070, 0.104, 0.105, 0.070, -0.103, -0.295, -0.102, 0.074, 0.078, 0.070, 0.113, 0.106, 0.060, -0.091, -0.328, -0.090, 0.071, 0.069, 0.070, 0.106, 0.110, 0.086], "total_charge": -1, "orbital_gap_ev": 2.0, "e_lumo_ev": -2.41, "e_above_lowest_kj_mol": 1234.6}

=====

{"formula": "C10H30ClIO3P3Ru", "method": "ωB97M-V/def2-TZVPD", "elements": ["C", "I", "H", "H", "H", "Ru", "P", "C", "C", "H", "H", "H", "H", "H", "H", "C", "H", "H", "H", "P", "C", "C", "H", "H", "H", "C", "H", "H", "H", "H", "H", "H", "Cl", "C", "O", "P", "O", "C", "O", "C", "H", "H", "H", "H", "H", "H", "H", "H", "H"], "positions_angstrom": [[0.57, -1.33, -0.03], [-0.90, 2.54, 0.67], [1.18, -1.11, -0.94], [0.08, -2.26, -0.32], [1.36, -1.62, 0.64], [0.45, 0.83, -1.19], [-1.52, 0.20, -2.36], [-3.12, -0.58, -1.83], [-2.08, 1.75, -3.17], [-2.93, 1.61, -3.86], [-1.66, -1.19, -4.43], [-1.21, 2.15, -3.69], [-0.13, -0.25, -4.25], [-3.29, -0.28, -0.79], [-2.34, 2.43, -2.36], [-0.89, -0.84, -3.73], [-3.97, -0.27, -2.47], [-0.39, -1.71, -3.28], [-3.04, -1.68, -1.87], [2.18, 1.21, 0.15], [2.52, 0.70, 1.88], [3.64, 0.50, -0.69], [2.53, 3.39, -0.76], [3.53, 3.12, 0.70], [1.78, 3.45, 0.86], [2.55, 2.97, 0.24], [3.74, 0.96, -1.67], [4.54, 0.69, -0.09], [3.59, 0.84, 2.05], [2.26, -0.34, 2.06], [3.53, -0.59, -0.78], [1.97, 1.33, 2.59], [1.39, 1.71, -3.00], [-1.62, -3.03, 0.62], [-1.82, -1.54, 0.53], [-0.63, -0.44, 0.97], [0.36, -1.22, 2.16], [-0.17, -1.82, 3.30], [-1.70, 0.25, 2.13], [-1.22, 1.19, 3.15], [-1.69, -3.42, -0.40], [-2.48, -3.31, 1.23], [-0.68, -3.33, 1.11], [-1.26, -1.79, 3.35], [0.18, -2.85, 3.24], [0.22, -1.30, 4.16], [-1.42, 2.26, 2.86], [-1.91, 0.95, 3.98], [-0.12, 1.09, 3.37]], "lowdin_charge": [-0.228, 1.170, 0.063, 0.075, 0.083, 0.353, 0.730, -0.196, -0.242, 0.092, 0.088, 0.017, 0.024, 0.039, 0.030, -0.230, 0.090, 0.050, 0.062, 0.600, -0.183, -0.214, 0.052, 0.092, 0.005, -0.255, 0.037, 0.084, 0.089, 0.043, 0.065, 0.059, 0.260, 0.003, -0.357, 0.711, -0.384, -0.078, -0.382, -0.202, 0.108, 0.127, 0.100, 0.112, 0.124, 0.113, -0.032, 0.142, 0.094], "total_charge": 3, "orbital_gap_ev": [6.4, 5.6], "spin_multiplicity": 5, "e_lumo_ev": [-13.12, -14.61], "s2": 6.03, "e_above_lowest_kj_mol": 194.8}

=====

{"formula": "C10H30ClMgO5", "method": "ωB97M-V/def2-TZVPD", "elements": ["Mg", "Cl", "C", "C", "O", "H", "H", "H", "H", "H", "H", "C", "C", "O", "H", "H", "H", "H", "H", "H", "C", "C", "O", "H", "H", "H", "H", "H", "H", "C", "C", "O", "H", "H", "H", "H", "H", "H", "C", "C", "O", "H", "H", "H", "H", "H", "H"], "positions_angstrom": [[0.92, -0.02, 0.39], [3.40, -0.07, 2.41], [5.13, -0.27, -2.73], [4.08, 0.76, -2.37], [2.78, 0.13, -2.22], [5.27, -1.07, -2.00], [6.03, 0.34, -2.83], [4.82, -0.55, -3.73], [3.96, 1.59, -3.07], [4.23, 1.25, -1.41], [2.51, -0.09, -3.12], [-4.52, 2.00, -1.00], [-3.84, 0.63, -1.05], [-2.42, 0.88, -1.21], [-4.11, 2.83, -1.57], [-4.42, 2.27, 0.05], [-5.59, 1.87, -1.14], [-4.32, 0.08, -1.86], [-3.99, 0.07, -0.12], [-2.24, 1.22, -2.09], [-2.34, -2.91, 3.33], [-1.19, -1.95, 3.65], [-1.06, -0.79, 2.85], [-2.47, -3.13, 2.27], [-3.30, -2.58, 3.73], [-2.15, -3.85, 3.86], [-0.28, -2.55, 3.58], [-1.16, -1.64, 4.69], [-1.80, -0.28, 3.18], [2.02, -4.33, -1.61], [1.14, -4.28, -0.43], [0.33, -3.13, -0.63], [2.48, -3.38, -1.89], [1.53, -4.61, -2.54], [2.92, -4.89, -1.35], [1.66, -4.14, 0.52], [0.51, -5.17, -0.38], [-0.45, -3.49, -1.07], [-0.99, 5.44, 0.75], [-0.28, 4.34, 1.53], [0.41, 3.49, 0.60], [-0.25, 5.99, 0.16], [-1.60, 6.04, 1.42], [-1.73, 5.08, 0.03], [-1.04, 3.87, 2.16], [0.45, 4.90, 2.12], [0.96, 4.11, 0.13]], "lowdin_charge": [1.186, -0.395, -0.063, -0.297, -0.147, 0.088, 0.085, 0.079, 0.117, 0.110, 0.078, -0.086, -0.284, -0.118, 0.079, 0.067, 0.078, 0.106, 0.111, 0.079, -0.074, -0.319, -0.108, 0.071, 0.071, 0.080, 0.111, 0.120, 0.089, -0.097, -0.309, -0.119, 0.068, 0.088, 0.088, 0.122, 0.124, 0.088, -0.091, -0.294, -0.112, 0.076, 0.082, 0.068, 0.114, 0.113, 0.078], "total_charge": 1, "orbital_gap_ev": 6.0, "e_lumo_ev": -6.28, "e_above_lowest_kj_mol": 632.7}

=====

The calculation returns the following calculated total energy values, one per record and in order: -1116.6252, -1641.4765, -2500.3154, -1435.1289 hartree.